(1)
DFT (ωB97M-V/def2-TZVPD) results for a structure of composition C41H66NO29V2 at a distorted geometry.

Summary:
- ΔE to the lowest compared entry with this formula, charge and spin (kcal per mole) = 0.0
- net charge = +1
- Kohn-Sham gap (eV) = 5.69

Geometry as XYZ:
```
139
Properties=species:S:1:pos:R:3:mulliken_charge:R:1
O -11.34 -3.01 4.63 -0.565
V -10.57 -1.64 4.36 1.406
O -11.34 -0.48 5.06 -0.480
O -9.86 -0.56 -1.08 -0.498
V -9.65 -0.18 0.47 1.069
O -10.16 1.29 0.81 -0.471
C -10.43 -4.49 1.67 -0.980
C -10.18 -3.32 0.67 2.072
C -10.74 -3.65 -0.75 -1.078
C -12.05 -3.03 -1.16 -0.653
C -13.00 -2.90 0.05 -0.871
C -12.37 -1.92 1.03 2.646
N -10.91 -2.12 1.19 2.816
O -10.31 -1.36 2.22 -0.920
C -13.13 -2.15 2.36 -1.701
C -12.65 -0.50 0.58 -1.334
C -8.68 -3.10 0.52 -2.148
H -11.27 -5.13 1.39 -0.469
H -10.66 -4.07 2.65 -0.055
H -9.59 -5.19 1.68 0.486
H -10.79 -4.74 -0.75 0.138
H -9.97 -3.39 -1.49 0.793
H -12.51 -3.51 -2.03 0.574
H -11.81 -2.02 -1.52 -0.156
H -12.98 -3.90 0.51 -0.754
H -13.97 -2.65 -0.37 0.617
H -12.89 -1.37 3.10 -0.064
H -12.85 -3.10 2.81 0.520
H -14.20 -2.06 2.18 0.102
H -12.18 -0.21 -0.35 0.396
H -12.44 0.27 1.33 -0.308
H -13.73 -0.35 0.55 -0.326
H -8.07 -2.93 1.41 0.366
H -8.50 -2.27 -0.17 0.716
H -8.32 -4.00 0.04 -0.189
C -16.48 -4.94 5.09 -1.601
C -16.72 -4.07 3.85 1.453
C -17.66 -4.66 2.81 -0.051
O -18.62 -3.65 2.61 -0.345
C -18.46 -2.63 3.45 0.664
O -19.16 -1.67 3.57 -0.578
O -17.43 -2.90 4.29 -0.414
H -15.77 -4.51 5.79 0.352
H -16.02 -5.86 4.71 0.367
H -17.41 -5.07 5.64 0.403
H -15.76 -3.75 3.45 -0.580
H -18.12 -5.64 2.97 0.271
H -17.15 -4.78 1.85 0.076
C -6.82 -5.81 -1.67 -0.881
C -6.09 -7.01 -1.08 0.533
C -6.95 -8.30 -1.11 -0.283
O -6.23 -9.15 -1.99 -0.360
C -5.06 -8.61 -2.34 0.584
O -4.20 -9.16 -2.93 -0.489
O -4.95 -7.33 -1.85 -0.406
H -6.19 -4.93 -1.57 0.369
H -7.72 -5.59 -1.10 -0.061
H -7.06 -6.01 -2.71 0.334
H -5.80 -6.81 -0.05 0.279
H -8.00 -8.20 -1.37 0.219
H -6.95 -8.73 -0.10 0.208
C -14.53 0.58 -3.58 -1.536
C -13.24 1.03 -2.89 1.052
C -12.53 2.21 -3.62 -0.513
O -12.34 3.23 -2.65 -0.391
C -12.73 2.74 -1.44 0.399
O -12.42 3.24 -0.41 -0.459
O -13.48 1.65 -1.60 -0.083
H -15.30 1.33 -3.43 0.360
H -14.84 -0.35 -3.11 0.274
H -14.23 0.40 -4.61 0.499
H -12.53 0.22 -2.74 -0.178
H -13.01 2.57 -4.53 0.330
H -11.53 1.87 -3.92 0.283
C -9.85 -7.82 3.44 -1.412
C -8.53 -7.31 4.06 0.628
C -8.84 -6.68 5.45 -0.226
O -7.95 -7.34 6.32 -0.378
C -7.30 -8.35 5.68 0.557
O -6.54 -9.10 6.20 -0.484
O -7.71 -8.41 4.40 -0.429
H -10.62 -7.04 3.43 0.307
H -10.22 -8.71 3.94 0.508
H -9.63 -8.09 2.40 0.230
H -8.01 -6.70 3.32 0.268
H -9.84 -6.78 5.85 0.287
H -8.62 -5.61 5.37 0.194
C -10.86 4.36 2.77 -1.409
C -12.34 3.97 2.63 0.662
C -12.55 2.45 2.73 0.715
O -13.72 2.39 3.57 -0.346
C -13.78 3.48 4.36 0.466
O -14.45 3.64 5.32 -0.528
O -12.88 4.40 3.92 -0.406
H -10.30 3.97 1.91 0.301
H -10.45 3.92 3.67 0.366
H -10.74 5.44 2.81 0.379
H -12.91 4.51 1.89 0.324
H -11.70 1.85 3.05 0.049
H -12.93 2.27 1.73 -0.542
C -12.13 -8.13 0.29 -1.401
C -13.47 -7.65 -0.27 0.341
C -14.19 -6.51 0.49 -0.289
O -14.56 -5.58 -0.50 -0.129
C -13.94 -5.88 -1.65 0.445
O -14.10 -5.26 -2.66 -0.554
O -13.18 -6.97 -1.51 -0.234
H -12.33 -8.49 1.31 0.426
H -11.36 -7.38 0.29 0.157
H -11.87 -9.00 -0.31 0.527
H -14.16 -8.47 -0.51 0.414
H -13.59 -6.07 1.29 -0.022
H -15.06 -6.90 1.03 0.471
C -10.70 -5.10 -4.44 -0.973
C -10.57 -6.54 -4.93 0.545
C -11.83 -7.46 -4.93 -0.095
O -11.96 -7.86 -6.28 -0.372
C -10.91 -7.41 -6.99 0.559
O -10.61 -7.82 -8.06 -0.523
O -10.28 -6.43 -6.33 -0.388
H -11.63 -4.62 -4.73 0.372
H -9.84 -4.59 -4.89 0.466
H -10.49 -5.00 -3.37 -0.103
H -9.72 -6.94 -4.36 0.131
H -12.71 -6.93 -4.55 0.186
H -11.62 -8.31 -4.28 0.216
C -19.00 0.82 1.15 -1.267
C -18.16 0.27 0.02 0.453
C -16.63 0.24 0.23 -0.291
O -16.36 -1.16 0.42 -0.006
C -17.37 -1.88 -0.11 0.328
O -17.30 -3.05 -0.35 -0.550
O -18.44 -1.10 -0.29 -0.364
H -18.65 1.76 1.56 0.391
H -19.28 0.05 1.87 0.163
H -20.01 1.07 0.82 0.389
H -18.37 0.86 -0.87 0.269
H -16.36 0.87 1.08 0.295
H -16.05 0.43 -0.67 0.141
```

(2)
DFT (ωB97M-V/def2-TZVPD) results for a structure of composition C41H70Br3ClF4N8O6PS at a distorted geometry.

Summary:
- net charge = +1
- Kohn-Sham gap (eV) = 8.54

Geometry as XYZ:
```
135
Properties=species:S:1:pos:R:3:mulliken_charge:R:1
C 8.86 0.01 1.28 -0.963
C 8.95 1.03 0.07 0.744
O 10.08 1.19 -0.47 -0.541
O 7.88 1.76 -0.52 -0.352
C 6.62 1.56 0.16 -0.542
C 5.81 0.25 -0.36 -0.468
C 4.49 0.12 0.61 -0.693
C 3.33 0.90 -0.10 -0.495
N 1.91 1.05 0.46 1.240
C 1.59 2.43 -0.16 -1.858
C 0.16 3.01 -0.34 0.006
C 0.32 4.64 -0.40 -0.815
N 0.68 5.25 0.91 -0.381
C 1.85 1.07 1.97 -0.922
S 2.99 2.40 2.72 -0.142
Br 2.49 -0.51 3.00 0.157
C 0.39 1.41 2.58 0.592
F 0.37 2.86 2.63 -0.222
C 0.12 1.03 4.11 -0.573
Br -0.78 -0.77 4.35 0.034
C -0.93 2.03 4.87 -0.287
C -0.20 3.29 5.58 -1.006
Br -2.56 2.46 3.85 -0.096
O -0.62 0.82 1.79 0.297
C -0.25 -0.26 0.93 -0.686
C -1.64 -0.81 0.37 0.048
F -2.28 -1.39 1.52 -0.276
F -2.57 0.20 0.00 -0.266
F -1.57 -1.88 -0.53 0.065
C 0.96 -0.02 -0.10 0.552
Cl 1.81 -1.71 -0.10 0.007
P 0.54 0.02 -1.93 0.966
O -0.87 0.56 -2.31 -0.686
O 0.44 -1.58 -2.60 -0.525
O 1.59 0.74 -3.03 -0.532
H 8.24 0.44 2.16 0.290
H 8.55 -1.05 1.00 0.287
H 9.93 -0.08 1.70 0.315
H 6.68 1.62 1.30 0.251
H 5.95 2.46 -0.15 0.227
H 6.47 -0.66 -0.14 0.289
H 5.53 0.37 -1.45 0.349
H 4.36 -1.00 0.78 0.405
H 4.85 0.54 1.62 0.258
H 3.27 0.44 -1.16 0.372
H 3.84 1.92 -0.29 0.208
H 2.24 3.27 0.29 0.753
H 2.01 2.43 -1.25 0.677
H -0.67 2.85 0.39 0.066
H -0.25 2.81 -1.41 0.338
H 1.06 4.95 -1.24 0.252
H -0.72 5.02 -0.72 0.252
H -0.04 5.97 1.11 0.254
H 1.61 5.70 0.86 0.240
H 3.34 2.01 4.01 0.279
H 1.04 1.13 4.80 0.374
H -1.30 1.40 5.77 0.597
H 0.64 3.73 4.96 0.191
H 0.25 2.88 6.55 0.367
H -0.97 4.08 5.88 0.325
H 0.06 -1.12 1.64 0.502
H 0.23 -1.41 -3.56 0.337
H 1.27 1.63 -3.33 0.442
C -1.56 -4.77 0.54 -0.817
C -2.82 -5.59 0.76 0.141
C -2.91 -6.17 2.18 -0.165
C -1.74 -7.07 2.43 0.053
N -0.82 -7.78 2.63 -0.481
H -0.66 -5.38 0.64 0.489
H -1.55 -4.36 -0.47 0.066
H -1.50 -3.94 1.25 0.109
H -2.86 -6.40 0.03 0.271
H -3.70 -4.96 0.58 -0.101
H -3.84 -6.73 2.29 0.043
H -2.91 -5.36 2.92 0.351
C -6.99 -8.60 2.20 -1.162
C -8.03 -7.68 1.55 -0.642
C -7.42 -6.38 1.02 0.209
C -6.80 -5.61 2.14 0.294
N -6.31 -4.99 3.04 -0.633
H -6.53 -8.13 3.08 0.346
H -7.47 -9.52 2.54 0.350
H -6.20 -8.86 1.50 0.282
H -8.81 -7.45 2.29 0.315
H -8.51 -8.22 0.73 0.378
H -8.20 -5.77 0.55 0.333
H -6.66 -6.60 0.27 -0.007
C -3.88 -4.33 -4.80 -1.402
C -4.06 -3.58 -3.48 -0.351
C -3.53 -4.36 -2.28 1.276
C -4.26 -5.66 -2.15 -0.169
N -4.84 -6.69 -2.05 -0.602
H -4.43 -5.27 -4.81 0.361
H -4.24 -3.73 -5.63 0.411
H -2.82 -4.56 -4.98 0.312
H -5.12 -3.37 -3.34 0.248
H -3.54 -2.62 -3.55 0.393
H -3.67 -3.78 -1.36 -0.741
H -2.46 -4.56 -2.39 0.388
C 10.64 4.10 -1.74 -0.689
C 11.95 3.79 -2.44 -0.404
C 12.74 5.04 -2.82 -0.446
C 11.93 5.88 -3.77 0.246
N 11.29 6.54 -4.51 -0.444
H 9.96 4.66 -2.39 0.375
H 10.13 3.18 -1.46 -0.095
H 10.81 4.69 -0.83 0.314
H 11.75 3.19 -3.33 0.295
H 12.57 3.17 -1.77 0.293
H 13.68 4.77 -3.30 0.306
H 12.98 5.63 -1.93 0.287
C -4.43 7.74 -1.59 -1.166
C -2.98 8.19 -1.43 -0.318
C -2.13 7.91 -2.67 -0.405
C -2.10 6.43 -2.95 0.287
N -2.08 5.27 -3.17 -0.481
H -4.50 6.66 -1.73 0.354
H -5.00 7.98 -0.69 0.336
H -4.90 8.23 -2.44 0.304
H -2.54 7.68 -0.56 0.179
H -2.96 9.26 -1.22 0.326
H -1.11 8.26 -2.51 0.276
H -2.54 8.43 -3.54 0.349
C -6.24 -2.37 1.12 -1.097
C -5.80 -1.73 -0.19 1.023
C -6.97 -1.25 -1.04 -0.548
C -7.85 -2.41 -1.40 0.210
N -8.54 -3.33 -1.68 -0.513
H -6.84 -3.27 0.95 0.001
H -5.37 -2.67 1.71 0.324
H -6.83 -1.67 1.72 0.394
H -5.20 -2.45 -0.75 -0.746
H -5.15 -0.88 0.04 0.085
H -6.61 -0.78 -1.96 0.351
H -7.56 -0.50 -0.50 0.410
```

(3)
DFT (ωB97M-V/def2-TZVPD) results for a cluster of 10 separate species, C41H76Cl3N9O5 in total at a distorted geometry.

Summary:
- net charge = +6
- Kohn-Sham gap (eV) = 3.77

Geometry as XYZ:
```
134
Properties=species:S:1:pos:R:3:mulliken_charge:R:1
C -5.18 -1.13 -1.29 -1.360
C -4.25 0.14 -1.31 0.943
C -3.58 0.44 -2.69 -0.561
O -2.88 1.63 -2.45 0.043
C -2.14 2.08 -3.62 -0.803
N -4.96 1.35 -0.73 -0.097
H -5.97 1.34 -0.74 0.420
H -4.75 1.46 0.25 0.155
H -4.64 2.20 -1.17 0.231
H -5.71 -1.35 -0.36 0.459
H -4.61 -2.01 -1.59 0.134
H -5.92 -0.98 -2.08 0.477
H -3.48 0.04 -0.54 -0.570
H -4.35 0.52 -3.45 0.520
H -2.83 -0.32 -2.91 0.095
H -2.79 2.30 -4.46 0.353
H -1.50 1.26 -3.96 0.347
H -1.62 2.98 -3.29 0.129
C -1.27 -1.46 0.46 -1.557
C -0.32 -0.22 0.53 0.413
C -0.70 0.94 -0.37 -1.034
O 0.21 2.06 -0.13 0.627
C -0.36 3.29 -0.41 -1.262
N -0.27 0.34 1.96 0.927
H -0.66 -0.33 2.61 0.020
H 0.71 0.41 2.18 0.002
H -0.88 1.14 2.04 -0.230
H -0.95 -2.34 1.02 0.490
H -1.38 -1.66 -0.61 0.244
H -2.25 -1.16 0.84 0.466
H 0.69 -0.51 0.23 0.126
H -1.76 1.15 -0.21 -0.021
H -0.61 0.59 -1.40 0.322
H -0.51 3.25 -1.49 0.416
H 0.40 4.00 -0.10 0.581
H -1.33 3.43 0.06 0.144
C -0.46 -3.82 -4.84 -1.187
C -1.62 -3.68 -3.90 0.327
O -1.50 -3.02 -2.91 -0.373
N -2.83 -4.57 -4.07 -0.040
H -3.70 -4.07 -4.21 0.383
H -2.74 -5.17 -4.88 0.403
C -2.99 -5.49 -2.83 -0.756
H -0.95 -3.61 -5.79 0.474
H -0.19 -4.87 -4.87 0.394
H 0.42 -3.22 -4.58 0.318
H -3.28 -4.91 -1.95 0.301
H -2.03 -5.99 -2.66 0.331
H -3.85 -6.13 -3.04 0.418
C -2.58 9.27 -1.90 -0.938
C -2.20 7.88 -2.33 0.562
O -0.99 7.61 -2.45 -0.376
N -3.34 6.83 -2.57 -0.121
H -3.65 6.52 -1.66 0.367
H -4.12 7.21 -3.09 0.417
C -2.84 5.57 -3.33 -0.887
H -3.63 9.44 -2.11 0.378
H -2.05 10.10 -2.37 0.361
H -2.59 9.34 -0.81 0.205
H -3.73 4.95 -3.44 0.456
H -2.06 5.13 -2.71 0.259
H -2.45 5.88 -4.30 0.373
C 4.79 3.55 2.39 -1.300
C 3.66 3.21 1.44 0.620
O 2.61 3.86 1.43 -0.366
N 3.96 2.01 0.48 0.121
H 4.95 1.90 0.35 0.447
H 3.68 1.19 1.00 -0.113
C 3.39 2.14 -1.02 -0.409
H 5.61 3.95 1.80 0.456
H 4.92 2.62 2.94 0.391
H 4.47 4.35 3.06 0.322
H 3.41 3.21 -1.23 0.333
H 2.32 1.92 -1.06 -0.075
H 3.91 1.43 -1.66 0.374
C -3.01 8.52 2.99 -0.804
N -2.33 7.23 3.35 0.115
C -2.32 6.86 4.67 -0.335
C -1.59 5.69 5.07 -0.828
C -1.03 4.88 4.08 0.186
C -1.17 5.27 2.70 -0.667
C -1.88 6.40 2.40 -0.477
C -0.39 3.65 4.58 1.015
C 0.95 3.30 4.34 -0.479
C 1.51 2.14 4.85 -0.441
N 0.80 1.33 5.61 0.164
C -0.52 1.58 5.92 -0.558
C -1.07 2.79 5.48 -0.707
C 1.40 0.20 6.28 -0.912
H -3.63 8.30 2.12 0.319
H -2.33 9.26 2.56 0.356
H -3.51 9.03 3.81 0.331
H -2.77 7.55 5.37 0.427
H -1.67 5.37 6.10 0.589
H -0.80 4.56 1.97 0.528
H -2.04 6.74 1.38 0.690
H 1.58 3.92 3.72 0.533
H 2.54 1.89 4.66 0.529
H -1.02 0.87 6.56 0.518
H -2.12 2.93 5.72 0.527
H 1.97 0.60 7.11 0.364
H 2.13 -0.20 5.57 0.295
H 0.67 -0.59 6.46 0.363
C 0.70 -4.28 -0.34 -1.395
N 1.78 -5.21 -0.40 0.224
C 2.97 -4.89 -0.93 -0.304
C 3.89 -5.92 -1.30 -0.847
C 3.62 -7.27 -0.93 1.179
C 2.43 -7.47 -0.19 -0.754
C 1.53 -6.44 0.09 -0.166
C 4.55 -8.37 -1.29 1.221
C 5.45 -8.16 -2.36 -0.699
C 6.35 -9.22 -2.68 -0.326
N 6.43 -10.35 -1.93 -0.001
C 5.63 -10.53 -0.83 -0.301
C 4.66 -9.56 -0.56 -0.679
C 7.55 -11.31 -2.24 -0.842
H 0.33 -4.02 -1.34 0.356
H 1.09 -3.46 0.25 0.593
H -0.16 -4.81 0.09 0.322
H 3.13 -3.86 -1.21 0.517
H 4.83 -5.59 -1.72 0.390
H 2.27 -8.46 0.20 0.355
H 0.67 -6.67 0.69 0.448
H 5.46 -7.26 -2.95 0.372
H 7.15 -9.18 -3.40 0.468
H 5.77 -11.37 -0.16 0.426
H 4.03 -9.64 0.31 0.352
H 7.31 -11.72 -3.22 0.362
H 7.69 -12.07 -1.47 0.328
H 8.44 -10.68 -2.31 0.365
Cl -3.18 2.36 2.31 -0.666
Cl -1.43 -1.72 4.64 -0.684
Cl 3.32 -0.36 2.56 -0.694
```